# 1
{
  "formula": "C76H105F5MgN2O6P",
  "method": "the ωB97M-V functional and the def2-TZVPD basis",
  "total_charge": -1,
  "homo_energy_ev": -4.204,
  "gap_ev": 6.31,
  "multiplicity": 1,
  "e_tot_ev": -124112.3378,
  "fmax_ha_per_bohr": 0.0315,
  "elements": ["Mg", "C", "O", "C", "C", "C", "C", "C", "C", "C", "C", "C", "C", "C", "C", "C", "C", "C", "C", "C", "C", "C", "C", "C", "C", "C", "C", "C", "C", "C", "C", "C", "C", "O", "C", "C", "C", "C", "C", "O", "C", "C", "C", "C", "C", "C", "O", "C", "C", "C", "C", "H", "H", "H", "H", "H", "H", "H", "H", "H", "H", "H", "H", "H", "H", "H", "H", "H", "H", "H", "H", "H", "H", "H", "H", "H", "H", "H", "H", "H", "H", "H", "H", "H", "H", "H", "H", "H", "H", "H", "H", "H", "H", "H", "H", "H", "H", "H", "H", "H", "H", "H", "H", "H", "H", "H", "H", "H", "H", "C", "C", "N", "C", "C", "C", "C", "N", "H", "H", "H", "H", "H", "H", "H", "H", "H", "H", "H", "H", "H", "H", "F", "C", "C", "F", "C", "F", "C", "O", "C", "F", "C", "F", "O", "P", "C", "C", "C", "C", "C", "C", "C", "C", "C", "C", "C", "C", "C", "C", "C", "C", "C", "C", "H", "H", "H", "H", "H", "H", "H", "H", "H", "H", "H", "H", "H", "H", "H", "H", "H", "H", "H", "H", "H", "H", "H", "H", "H", "H", "H", "H", "H", "H", "H", "H", "H"],
  "xyz": [[-0.593, -1.269, -0.118], [2.220, 0.700, 2.628], [1.777, 0.502, 1.298], [2.456, 1.235, 0.372], [3.495, 0.658, -0.366], [3.635, -0.842, -0.524], [3.433, -1.736, 0.673], [4.527, -2.097, 1.446], [4.432, -2.998, 2.501], [3.170, -3.542, 2.729], [2.060, -3.204, 1.977], [0.712, -3.805, 2.312], [0.028, -2.847, 3.258], [0.449, -2.733, 4.578], [-0.090, -1.787, 5.440], [-1.028, -0.900, 4.921], [-1.474, -0.985, 3.610], [-2.435, 0.041, 3.067], [-1.682, 1.327, 2.811], [-1.760, 2.323, 3.768], [-1.088, 3.537, 3.657], [-0.276, 3.662, 2.538], [-0.163, 2.686, 1.552], [0.669, 3.064, 0.348], [2.075, 2.547, 0.101], [2.909, 3.348, -0.677], [4.079, 2.860, -1.243], [4.302, 1.489, -1.134], [5.064, 3.740, -2.007], [6.440, 3.633, -1.333], [5.163, 3.267, -3.465], [4.650, 5.214, -2.013], [-0.906, 1.466, 1.619], [-0.928, 0.575, 0.672], [-1.318, 4.662, 4.662], [-2.830, 4.914, 4.789], [-0.672, 5.978, 4.215], [-0.742, 4.284, 6.033], [-0.969, -1.993, 2.799], [-1.517, -2.196, 1.534], [-2.457, -3.271, 1.544], [0.280, -1.707, 6.920], [-0.998, -1.891, 7.754], [1.275, -2.798, 7.324], [0.908, -0.342, 7.230], [2.137, -2.248, 0.933], [1.105, -1.888, 0.241], [5.616, -3.435, 3.358], [5.815, -4.953, 3.218], [6.922, -2.754, 2.940], [5.349, -3.079, 4.828], [3.248, 0.342, 2.760], [1.554, 0.116, 3.265], [2.159, 1.755, 2.919], [4.615, -1.049, -0.961], [2.872, -1.127, -1.259], [5.484, -1.648, 1.198], [3.041, -4.276, 3.521], [0.842, -4.785, 2.774], [0.138, -3.908, 1.392], [1.230, -3.402, 4.915], [-1.433, -0.110, 5.544], [-3.237, 0.218, 3.786], [-2.860, -0.320, 2.132], [-2.382, 2.139, 4.641], [0.299, 4.570, 2.394], [0.705, 4.154, 0.281], [0.134, 2.715, -0.532], [2.592, 4.368, -0.862], [5.124, 1.031, -1.675], [6.792, 2.602, -1.324], [6.380, 3.975, -0.298], [7.174, 4.246, -1.863], [5.575, 2.259, -3.526], [5.805, 3.937, -4.042], [4.173, 3.261, -3.923], [4.509, 5.591, -0.999], [3.726, 5.362, -2.576], [5.432, 5.807, -2.491], [-3.249, 5.146, 3.808], [-3.029, 5.755, 5.461], [-3.349, 4.039, 5.178], [-0.993, 6.246, 3.207], [0.417, 5.912, 4.234], [-0.974, 6.780, 4.892], [-1.214, 3.379, 6.420], [-0.901, 5.093, 6.752], [0.330, 4.097, 5.951], [-2.088, -4.105, 2.142], [-2.585, -3.596, 0.519], [-3.413, -2.940, 1.971], [-1.488, -2.830, 7.486], [-1.705, -1.079, 7.583], [-0.759, -1.918, 8.821], [0.868, -3.790, 7.123], [1.485, -2.727, 8.393], [2.216, -2.685, 6.784], [0.240, 0.478, 6.961], [1.835, -0.216, 6.667], [1.135, -0.265, 8.297], [6.023, -5.202, 2.176], [4.924, -5.501, 3.522], [6.655, -5.293, 3.831], [7.165, -2.978, 1.900], [7.739, -3.119, 3.566], [6.857, -1.671, 3.062], [4.465, -3.593, 5.209], [5.181, -2.004, 4.925], [6.203, -3.355, 5.454], [-5.743, 0.781, 0.571], [-5.586, -0.731, 0.732], [-5.385, -1.468, -0.504], [-6.547, -1.800, -1.305], [-6.769, -0.845, -2.484], [-4.108, -1.767, -0.937], [-3.967, -2.902, -1.916], [-3.051, -1.182, -0.533], [-5.928, 1.238, 1.545], [-6.580, 1.020, -0.085], [-4.835, 1.216, 0.154], [-6.473, -1.143, 1.223], [-4.735, -0.936, 1.382], [-7.424, -1.783, -0.655], [-6.452, -2.815, -1.692], [-7.128, 0.128, -2.149], [-7.504, -1.261, -3.176], [-5.834, -0.688, -3.025], [-4.526, -3.776, -1.576], [-2.907, -3.148, -1.956], [-4.319, -2.635, -2.915], [-3.184, -0.421, 0.131], [1.639, -7.316, -3.594], [1.044, -6.301, -2.934], [0.021, -6.542, -2.034], [-0.375, -7.807, -1.815], [-0.597, -5.498, -1.382], [-1.597, -5.787, -0.517], [-0.259, -4.127, -1.567], [-0.904, -3.191, -1.002], [0.832, -3.956, -2.461], [1.297, -2.710, -2.665], [1.445, -4.991, -3.133], [2.439, -4.734, -4.000], [-0.608, -0.438, -2.095], [-0.801, 0.606, -3.138], [-1.836, -0.201, -4.444], [-1.293, -1.614, -4.737], [-1.949, -2.199, -5.998], [-3.376, -1.679, -6.171], [-3.392, -0.156, -6.398], [-2.190, 0.536, -5.730], [-1.798, 1.970, -2.358], [-1.785, 3.452, -2.742], [-2.805, 3.828, -3.816], [-4.211, 3.439, -3.369], [-4.279, 1.938, -3.098], [-3.233, 1.511, -2.066], [0.932, 1.200, -3.539], [1.745, 0.168, -4.336], [1.504, 0.247, -5.844], [1.746, 1.658, -6.380], [0.910, 2.676, -5.604], [1.237, 2.582, -4.117], [-2.763, -0.324, -3.867], [-1.480, -2.240, -3.866], [-0.213, -1.597, -4.872], [-1.949, -3.289, -5.941], [-1.365, -1.925, -6.883], [-3.952, -1.928, -5.276], [-3.858, -2.183, -7.012], [-4.324, 0.256, -5.999], [-3.379, 0.063, -7.468], [-2.436, 1.578, -5.527], [-1.345, 0.533, -6.418], [-1.288, 1.853, -1.398], [-0.799, 3.786, -3.048], [-2.038, 4.008, -1.832], [-2.558, 3.325, -4.754], [-2.751, 4.903, -4.002], [-4.943, 3.724, -4.129], [-4.451, 3.983, -2.450], [-4.142, 1.399, -4.041], [-5.268, 1.672, -2.715], [-3.231, 0.431, -1.943], [-3.520, 1.944, -1.100], [1.294, 1.171, -2.502], [1.548, -0.836, -3.968], [2.804, 0.373, -4.145], [0.477, -0.040, -6.068], [2.159, -0.466, -6.350], [1.514, 1.704, -7.448], [2.806, 1.908, -6.262], [-0.158, 2.482, -5.756], [1.121, 3.684, -5.971], [0.753, 3.376, -3.557], [2.314, 2.730, -3.986]],
  "forces_ev_per_angstrom": [[-1.03, 0.23, -1.23], [0.06, -0.04, 0.18], [-0.12, 0.11, -0.07], [0.22, 0.19, 0.03], [0.02, -0.15, -0.07], [-0.18, -0.01, 0.16], [0.00, 0.11, -0.13], [0.02, 0.01, 0.07], [-0.01, -0.04, 0.01], [0.06, 0.02, -0.07], [-0.15, -0.20, -0.02], [0.22, 0.29, -0.04], [-0.20, -0.04, -0.26], [-0.04, 0.06, 0.04], [-0.04, -0.02, 0.02], [0.06, 0.02, -0.02], [-0.18, -0.07, -0.11], [0.25, 0.10, -0.17], [-0.18, -0.15, -0.10], [0.07, 0.10, 0.09], [0.06, 0.01, -0.11], [-0.05, -0.03, 0.10], [0.13, -0.13, -0.16], [-0.03, -0.30, 0.14], [-0.20, 0.05, -0.03], [0.07, -0.04, -0.03], [-0.15, -0.01, -0.06], [0.02, 0.03, -0.02], [0.04, 0.02, -0.03], [-0.05, 0.01, -0.07], [0.04, 0.04, 0.08], [0.00, -0.11, -0.01], [-0.04, 0.47, 0.28], [-0.12, 0.11, 0.04], [-0.04, 0.06, 0.03], [0.08, 0.00, 0.01], [-0.01, -0.13, 0.04], [-0.04, 0.01, -0.06], [0.07, -0.13, 0.37], [0.01, -0.14, 0.68], [-0.26, -0.16, -0.11], [0.03, -0.02, 0.06], [0.09, 0.00, -0.02], [-0.08, 0.08, -0.07], [-0.02, -0.04, -0.04], [0.33, -0.05, 0.01], [1.18, -0.39, 0.40], [0.04, -0.01, 0.01], [0.03, 0.09, 0.03], [-0.11, -0.03, 0.03], [0.04, -0.03, -0.04], [-0.04, -0.03, -0.06], [-0.01, -0.01, -0.03], [-0.04, 0.00, -0.05], [0.00, 0.02, -0.03], [0.08, -0.04, -0.03], [-0.01, -0.03, -0.04], [-0.01, -0.03, 0.00], [-0.03, 0.00, 0.03], [-0.03, -0.08, 0.00], [0.00, -0.02, 0.00], [-0.01, 0.01, 0.00], [-0.02, -0.01, -0.02], [-0.03, -0.05, 0.06], [-0.06, -0.02, -0.04], [-0.03, 0.02, -0.04], [-0.02, 0.02, 0.00], [-0.18, 0.07, -0.20], [0.03, 0.02, 0.05], [0.03, -0.02, 0.03], [0.03, 0.00, 0.00], [0.02, 0.01, 0.01], [0.02, 0.00, 0.01], [-0.02, -0.02, -0.04], [0.04, -0.02, 0.00], [0.12, 0.02, -0.04], [-0.01, 0.02, -0.01], [-0.03, 0.03, 0.04], [-0.01, 0.01, -0.02], [-0.04, 0.01, 0.01], [0.01, -0.01, 0.02], [-0.03, 0.00, 0.00], [0.03, 0.04, -0.01], [0.01, 0.02, -0.07], [0.03, 0.00, 0.03], [0.00, -0.01, 0.01], [-0.01, -0.03, 0.04], [0.01, -0.01, 0.02], [0.12, 0.05, -0.01], [0.04, 0.01, -0.01], [0.08, 0.09, 0.00], [-0.02, 0.00, 0.03], [-0.03, -0.01, 0.00], [0.00, 0.03, 0.00], [0.05, -0.03, 0.01], [0.01, 0.02, 0.00], [0.02, -0.06, 0.01], [0.00, 0.01, 0.01], [0.01, 0.03, 0.01], [0.01, 0.02, 0.00], [0.00, -0.04, 0.00], [-0.01, -0.02, 0.01], [0.00, 0.00, 0.01], [0.02, 0.04, 0.00], [0.02, 0.02, 0.00], [0.03, 0.01, -0.05], [-0.01, 0.00, 0.00], [-0.01, 0.00, 0.03], [-0.01, -0.02, 0.02], [0.04, -0.13, 0.07], [0.02, 0.19, -0.12], [-0.06, -0.13, 0.20], [0.01, 0.10, -0.26], [-0.01, -0.10, 0.09], [-0.18, 0.08, 0.04], [0.15, 0.06, 0.01], [0.40, -0.17, 0.35], [0.02, 0.04, -0.01], [-0.01, 0.03, -0.01], [-0.11, 0.00, 0.05], [0.01, -0.01, -0.01], [-0.07, -0.05, 0.04], [0.02, -0.06, 0.04], [-0.01, -0.02, 0.07], [0.03, 0.01, 0.00], [-0.01, 0.03, -0.02], [-0.03, -0.04, -0.03], [0.00, 0.00, -0.04], [0.02, 0.01, -0.03], [-0.05, 0.02, -0.01], [-0.21, 0.02, -0.14], [0.01, -0.03, -0.02], [0.01, 0.04, 0.05], [0.07, 0.05, -0.11], [-0.05, -0.08, 0.04], [-0.03, 0.29, 0.05], [-0.06, -0.05, 0.00], [0.21, -0.56, -0.25], [-0.28, 0.23, 0.02], [-0.13, 0.29, 0.27], [0.01, 0.04, -0.20], [-0.08, -0.16, 0.03], [0.07, 0.04, -0.01], [0.16, -0.40, 0.51], [-0.15, 0.61, -0.43], [0.53, 0.16, 0.23], [-0.10, -0.06, -0.13], [-0.09, 0.05, 0.07], [0.12, 0.00, -0.08], [0.05, -0.06, 0.02], [-0.18, 0.02, 0.07], [0.21, -0.16, 0.03], [0.04, -0.03, -0.19], [-0.02, 0.05, 0.22], [0.08, -0.13, -0.19], [0.02, 0.17, 0.14], [-0.03, -0.03, -0.26], [-0.28, -0.05, 0.00], [-0.14, -0.13, 0.00], [0.21, 0.17, 0.05], [-0.21, -0.09, 0.04], [0.21, 0.01, 0.04], [-0.19, 0.03, -0.05], [0.02, 0.01, -0.02], [0.02, -0.06, 0.05], [-0.01, -0.06, 0.07], [0.06, 0.01, -0.03], [0.00, -0.03, -0.02], [-0.03, -0.03, 0.02], [-0.08, -0.01, 0.05], [0.01, 0.03, -0.04], [-0.04, 0.01, 0.00], [0.05, -0.03, -0.11], [0.02, 0.03, 0.02], [0.02, 0.14, 0.20], [-0.09, 0.05, 0.13], [0.04, 0.01, 0.01], [-0.02, 0.08, -0.04], [0.02, -0.01, -0.04], [-0.04, 0.02, 0.05], [-0.05, 0.03, -0.01], [-0.02, -0.01, 0.04], [0.01, -0.03, -0.08], [-0.12, 0.09, 0.15], [0.12, -0.03, -0.11], [0.05, 0.03, 0.03], [0.05, -0.10, 0.08], [0.01, -0.01, 0.07], [0.01, -0.08, -0.05], [-0.05, -0.03, -0.01], [0.04, 0.00, 0.00], [0.01, 0.04, -0.04], [0.01, 0.05, -0.06], [-0.08, 0.02, 0.00], [0.16, -0.03, -0.01], [-0.11, 0.00, 0.02]]
}

---

# 2
{
  "formula": "C3H4N4O",
  "method": "the ωB97M-V functional and the def2-TZVPD basis",
  "homo_energy_ev": -8.742,
  "gap_ev": 9.31,
  "multiplicity": 1,
  "e_tot_ev": -11178.2005,
  "relative_energy_ev": 5.7686,
  "fmax_ha_per_bohr": 0.0475,
  "elements": ["C", "C", "C", "N", "N", "N", "N", "O", "H", "H", "H", "H"],
  "xyz": [[-0.757, -0.888, 0.355], [1.018, 2.088, 0.168], [-1.758, -1.422, -0.336], [0.307, -1.062, 0.988], [1.535, 1.114, 0.671], [1.197, -0.112, 1.277], [0.736, 3.225, -0.244], [-1.540, -2.050, -1.528], [-2.881, -1.258, -0.218], [1.948, -0.656, 1.629], [-0.600, -2.423, -1.464], [0.796, 3.445, -1.297]],
  "forces_ev_per_angstrom": [[-0.34, -0.54, -0.03], [-0.24, 0.81, -0.70], [-1.51, 0.81, -0.24], [-1.82, 0.37, -0.68], [0.09, -1.43, 0.38], [0.32, 0.90, 0.40], [0.12, -0.59, -1.53], [2.08, -1.04, 0.08], [1.89, -0.06, 0.36], [1.41, 0.87, 0.09], [-1.85, 0.72, -0.44], [-0.14, -0.81, 2.30]]
}

---

# 3
{
  "formula": "C8H8N4O2S",
  "method": "the ωB97M-V functional and the def2-TZVPD basis",
  "homo_energy_ev": -9.108,
  "gap_ev": 9.06,
  "multiplicity": 1,
  "e_tot_ev": -29314.2397,
  "relative_energy_ev": 0.1856,
  "fmax_ha_per_bohr": 0.0336,
  "elements": ["C", "N", "C", "N", "N", "N", "S", "C", "C", "O", "C", "C", "C", "C", "O", "H", "H", "H", "H", "H", "H", "H", "H"],
  "xyz": [[-2.913, -2.168, -0.798], [-2.946, -0.800, -0.385], [-1.984, -0.054, 0.218], [-2.468, 1.156, 0.418], [-3.701, 1.135, -0.059], [-4.006, 0.003, -0.532], [-0.431, -0.678, 0.645], [0.390, 0.882, 1.130], [1.360, 1.271, 0.029], [1.191, 2.238, -0.676], [2.492, 0.367, -0.125], [3.518, 0.379, -1.045], [4.332, -0.727, -0.740], [3.750, -1.332, 0.338], [2.648, -0.685, 0.716], [4.027, -2.202, 0.902], [5.224, -1.033, -1.246], [3.647, 1.097, -1.828], [0.911, 0.683, 2.065], [-0.390, 1.632, 1.250], [-2.837, -2.824, 0.071], [-2.053, -2.339, -1.447], [-3.836, -2.373, -1.336]],
  "forces_ev_per_angstrom": [[-0.04, -0.49, -0.12], [1.07, 1.16, 0.72], [-0.64, -0.09, -0.28], [1.15, -0.28, 0.36], [-0.89, 0.65, -0.15], [-0.91, -0.73, -0.55], [0.28, -0.19, 0.16], [-0.26, -0.06, -0.08], [-0.42, -0.02, 0.35], [0.15, -0.13, 0.03], [1.03, 0.44, -1.23], [-0.82, 0.13, 0.60], [-0.14, -0.38, 0.47], [0.77, -0.14, -0.57], [-0.49, 0.09, 0.39], [-0.06, -0.09, 0.13], [0.19, -0.13, -0.05], [-0.04, 0.19, -0.14], [-0.06, 0.04, -0.01], [0.16, 0.02, 0.03], [-0.05, 0.00, -0.06], [-0.07, 0.01, -0.01], [0.08, -0.01, 0.02]]
}